{
  "formula": "C2H3NS2",
  "method": "wB97M-V/def2-TZVPD",
  "e_lumo_ev": -0.52,
  "relative_energy_kcal_mol": 31.0,
  "e_homo_ha": -0.318,
  "energy_ha": -929.0679,
  "elements": ["S", "C", "N", "C", "S", "H", "H", "H"],
  "positions_angstrom": [[3.77691, 0.38016, 0.08854], [2.24343, 0.27706, -0.38789], [1.18349, -0.30149, 0.23596], [-0.07136, -0.11247, 0.34299], [-1.01752, 1.32205, -0.03507], [1.93872, 0.42702, -1.51048], [-0.49598, -0.94115, 0.97709], [-2.05172, 0.86394, 0.45380]]
}



{
  "formula": "C36H40GeN2O3Pt",
  "method": "wB97M-V/def2-TZVPD",
  "e_lumo_ev": [-9.33, -11.47],
  "relative_energy_kcal_mol": 4.2,
  "e_homo_ha": [-0.608, -0.608],
  "energy_ha": -3926.2422,
  "total_charge": 3,
  "spin_multiplicity": 2,
  "elements": ["Pt", "C", "O", "C", "C", "O", "C", "C", "O", "C", "H", "H", "H", "H", "H", "H", "H", "H", "H", "H", "H", "H", "H", "H", "C", "N", "C", "C", "C", "C", "C", "N", "C", "C", "C", "C", "C", "C", "H", "H", "H", "H", "H", "H", "H", "H", "H", "H", "H", "C", "C", "C", "C", "C", "C", "Ge", "C", "C", "C", "C", "C", "C", "C", "C", "C", "C", "C", "C", "H", "H", "H", "H", "H", "H", "H", "H", "H", "H", "H", "H", "H", "H", "H"],
  "positions_angstrom": [[0.17586, 1.26973, -0.77338], [-3.41196, -2.08660, -0.38408], [-2.51457, -1.03539, -0.01385], [-3.14110, 0.22695, -0.03141], [-3.05190, 0.88821, -1.38040], [-1.73002, 1.47911, -1.58914], [-1.46311, 1.82262, -2.96799], [-0.71413, 0.65715, -3.56975], [0.28486, 0.25010, -2.58695], [1.38967, -0.49216, -3.13804], [-4.27048, -2.10846, 0.29099], [-3.76870, -1.96862, -1.41114], [-2.86573, -3.02009, -0.30377], [-4.19733, 0.14966, 0.24682], [-2.65067, 0.84711, 0.71973], [-3.21331, 0.14394, -2.16272], [-3.76217, 1.70735, -1.49252], [-2.39794, 2.01413, -3.49402], [-0.87418, 2.73904, -2.95013], [-1.36049, -0.20517, -3.73830], [-0.21712, 0.93413, -4.49960], [1.00020, -1.22004, -3.84819], [2.08200, 0.18243, -3.64265], [1.87028, -1.01919, -2.31602], [-1.18546, 3.11028, 1.29921], [0.02724, 2.38302, 0.88944], [1.12627, 2.60554, 1.53938], [2.29763, 2.02592, 0.99128], [3.68324, 2.14449, 1.25647], [4.30961, 1.50389, 0.22910], [3.27178, 0.98252, -0.65003], [2.08418, 1.29110, -0.18029], [-1.74110, 3.94122, 0.16909], [-0.90055, 4.64345, -0.68960], [-1.43832, 5.41902, -1.70822], [-2.81553, 5.50197, -1.86662], [-3.65598, 4.81757, -0.99769], [-3.11939, 4.03498, 0.01524], [-0.93306, 3.72134, 2.16851], [-1.91739, 2.37403, 1.62754], [1.14412, 3.24985, 2.41070], [4.13129, 2.66752, 2.08627], [5.36895, 1.39863, 0.05566], [3.42023, 0.43982, -1.57013], [0.17606, 4.61687, -0.55728], [-0.78362, 5.97978, -2.36241], [-3.23401, 6.12031, -2.64929], [-4.72953, 4.90670, -1.09940], [-3.77968, 3.51528, 0.70191], [5.40671, -3.00317, -0.39635], [4.36372, -3.82032, -0.81223], [3.07321, -3.57539, -0.36925], [2.81308, -2.49264, 0.48524], [3.87866, -1.67606, 0.89866], [5.16616, -1.93417, 0.46319], [1.06640, -2.29521, 1.19146], [-0.24229, -3.52909, 0.60579], [-0.98575, -4.19547, 1.58692], [-1.78068, -5.27729, 1.23443], [-1.85102, -5.68201, -0.09118], [-1.13410, -5.00752, -1.07685], [-0.32292, -3.94184, -0.73114], [0.64956, -1.04203, 2.55334], [1.61553, -0.47355, 3.39700], [1.23550, 0.44017, 4.36730], [-0.10405, 0.79422, 4.50298], [-1.06853, 0.23060, 3.67577], [-0.69854, -0.68719, 2.70355], [6.41642, -3.21119, -0.72548], [4.56107, -4.66353, -1.46021], [2.27771, -4.24758, -0.66248], [3.70679, -0.85397, 1.58048], [5.99159, -1.32608, 0.81047], [-0.94097, -3.88609, 2.62528], [-2.33955, -5.80547, 1.99494], [-2.46719, -6.52932, -0.36152], [-1.20185, -5.32797, -2.10788], [0.24649, -3.43503, -1.50205], [2.65146, -0.78231, 3.34686], [1.97459, 0.84740, 5.04506], [-0.39885, 1.48792, 5.28035], [-2.11281, 0.48149, 3.81422], [-1.45052, -1.13135, 2.06098]]
}



{
  "formula": "C33H24Cl5IN3Ru",
  "method": "wB97M-V/def2-TZVPD",
  "e_lumo_ev": [-0.84, -0.92],
  "relative_energy_kcal_mol": 54.7,
  "e_homo_ha": [-0.260, -0.258],
  "energy_ha": -4129.5791,
  "spin_multiplicity": 2,
  "elements": ["Ru", "I", "C", "C", "C", "C", "C", "C", "C", "C", "C", "C", "H", "H", "H", "H", "H", "H", "C", "C", "C", "C", "C", "C", "N", "N", "C", "C", "C", "C", "C", "C", "H", "H", "H", "H", "H", "H", "H", "H", "H", "Cl", "C", "C", "C", "Cl", "C", "Cl", "C", "Cl", "C", "Cl", "C", "C", "C", "C", "C", "N", "H", "H", "H", "H", "H", "H", "H", "H", "H"],
  "positions_angstrom": [[0.72454, -0.68264, 0.02832], [3.24950, -2.00135, 0.71169], [2.41608, -3.77441, -0.18548], [3.20813, -4.88792, -0.23838], [2.67573, -6.08945, -0.72274], [1.37030, -6.14104, -1.11705], [0.55491, -4.99282, -1.08926], [-0.78699, -5.05134, -1.51172], [-1.56082, -3.92483, -1.53422], [-1.02316, -2.69370, -1.13420], [0.26512, -2.57841, -0.65579], [1.07940, -3.74689, -0.62892], [4.23316, -4.85225, 0.09240], [3.29915, -6.96825, -0.76587], [0.93343, -7.06391, -1.46841], [-1.18484, -6.00203, -1.83014], [-2.58671, -3.96639, -1.86845], [-1.64037, -1.80162, -1.22415], [2.30221, 2.93264, 4.14371], [2.43013, 3.70422, 2.99443], [2.29813, 3.13659, 1.74972], [1.99908, 1.76417, 1.62498], [1.87537, 0.99395, 2.79662], [2.04184, 1.57491, 4.03286], [1.81590, 1.17879, 0.41381], [2.14404, 1.81481, -0.67417], [2.01921, 1.14635, -1.82836], [2.49170, 1.72109, -3.02239], [2.35178, 1.04526, -4.21303], [1.75618, -0.20940, -4.23507], [1.30591, -0.79901, -3.05483], [1.41567, -0.15173, -1.84392], [2.42693, 3.37616, 5.11873], [2.62133, 4.76350, 3.08251], [2.42077, 3.71663, 0.84800], [1.68574, -0.07328, 2.72238], [1.95089, 0.96678, 4.92192], [2.96381, 2.69052, -2.97453], [2.70409, 1.49195, -5.13351], [1.62903, -0.73121, -5.17046], [0.85887, -1.78707, -3.09648], [-0.91902, -1.00408, 2.01946], [-1.07468, 0.66820, 2.40826], [-1.09911, 1.57103, 1.32907], [-0.98158, 2.94514, 1.60330], [-0.87147, 4.04762, 0.29152], [-0.91798, 3.38926, 2.91365], [-0.77757, 5.06008, 3.24391], [-0.98276, 2.47932, 3.97571], [-0.91871, 3.03968, 5.59228], [-1.05595, 1.10923, 3.71697], [-1.08780, -0.02706, 4.99654], [-3.96790, -0.06658, -1.45018], [-3.25541, 1.24354, -1.09952], [-3.89025, 1.84161, 0.16799], [-3.34657, 2.26824, -2.23560], [-1.80395, 0.93500, -0.91589], [-1.06492, 1.06346, 0.06394], [-5.02386, 0.11772, -1.63299], [-3.87708, -0.76444, -0.61896], [-3.53304, -0.51958, -2.33734], [-4.95418, 1.98389, -0.00626], [-3.45472, 2.80736, 0.40662], [-3.77386, 1.18508, 1.02686], [-4.35505, 2.67563, -2.28318], [-3.09484, 1.81841, -3.19271], [-2.65292, 3.08492, -2.04398]]
}



{
  "formula": "C2H4N2",
  "method": "wB97M-V/def2-TZVPD",
  "e_lumo_ev": [-1.41, -0.91],
  "relative_energy_kcal_mol": 99.8,
  "e_homo_ha": [-0.423, -0.357],
  "energy_ha": -187.9592,
  "elements": ["C", "C", "N", "N", "H", "H", "H", "H"],
  "positions_angstrom": [[-1.53030, 0.00109, -0.16973], [-0.63329, 1.03432, -0.21971], [-2.40707, -0.56772, 0.36082], [1.90046, -0.86969, -0.13390], [-0.00978, 1.26860, -1.07412], [-0.44842, 1.58790, 0.70550], [1.92663, -0.85781, 0.88853], [1.20176, -1.59669, -0.35739]]
}



{
  "formula": "C13H37N5O4",
  "method": "wB97M-V/def2-TZVPD",
  "e_lumo_ev": [2.59, 2.55],
  "relative_energy_kcal_mol": 0.0,
  "e_homo_ha": [0.024, -0.234],
  "energy_ha": -1092.1161,
  "total_charge": -1,
  "spin_multiplicity": 2,
  "elements": ["C", "O", "N", "N", "H", "H", "H", "H", "C", "C", "C", "O", "C", "N", "H", "H", "H", "H", "H", "H", "H", "H", "H", "H", "H", "C", "C", "C", "O", "C", "N", "H", "H", "H", "H", "H", "H", "H", "H", "H", "H", "H", "C", "C", "C", "O", "C", "N", "H", "H", "H", "H", "H", "H", "H", "H", "H", "H", "H"],
  "positions_angstrom": [[1.07958, -0.62907, 1.07446], [1.82347, -0.25079, 1.97011], [-0.24224, -0.61095, 1.18595], [1.47680, -1.15859, -0.05900], [-0.74602, -0.46309, 2.04876], [-0.62711, -0.83082, 0.27841], [2.48328, -1.12714, -0.13728], [0.77209, -1.52570, -0.68247], [2.56569, 1.28106, -2.24953], [2.26670, 2.73391, -1.86298], [3.51306, 3.57573, -2.08859], [3.26473, 5.00543, -2.06444], [3.22836, 5.54869, -0.73370], [1.21317, 3.16047, -2.80654], [3.32679, 0.80925, -1.62807], [2.91197, 1.25112, -3.28263], [1.71325, 0.61287, -2.12715], [1.75413, 2.99648, -0.93755], [3.94295, 3.51890, -3.08862], [4.30693, 3.20540, -1.43996], [2.26188, 5.29826, -0.29632], [3.28904, 6.62530, -0.89285], [4.09712, 5.27052, -0.13705], [1.27243, 2.64500, -3.67308], [1.51683, 4.05714, -3.15849], [-1.52475, 0.98705, -1.69283], [-2.03034, -0.38135, -2.12617], [-1.11484, -1.15140, -3.11707], [-1.05416, -0.20877, -4.32003], [-0.18873, -0.71534, -5.37125], [-2.11227, -1.25686, -0.97700], [-1.67725, 1.65406, -2.54133], [-0.46983, 0.85280, -1.45364], [-2.00405, 1.46699, -0.83958], [-3.02497, -0.46046, -2.56499], [-1.57014, -2.04528, -3.54343], [-0.07895, -1.22100, -2.78512], [-0.52932, -1.64282, -5.83155], [0.81511, -0.76770, -4.94975], [-0.08863, 0.06351, -6.12721], [-2.68970, -0.87615, -0.24098], [-2.63270, -2.10593, -1.14533], [-1.36954, -0.34236, 4.58606], [-1.87243, -1.78442, 4.53270], [-0.90534, -2.96512, 4.43833], [-1.49177, -4.25033, 4.63343], [-2.41589, -4.73927, 3.66945], [-2.58392, -2.05208, 5.81219], [-0.62658, -0.01521, 3.85868], [-1.11727, 0.01423, 5.58471], [-2.20874, 0.29937, 4.31768], [-2.41879, -2.05264, 3.62846], [-0.23088, -2.86010, 5.28814], [-0.30997, -2.94715, 3.52546], [-2.94224, -5.65691, 3.93213], [-1.94068, -4.86220, 2.69623], [-3.20879, -4.00089, 3.55028], [-2.98689, -2.97754, 5.84730], [-1.85992, -1.99820, 6.51435]]
}